[1]
DFT (the ωB97M-V functional and the def2-TZVPD basis) results for a molecular structure, C35H81I3N10O4P2S.

```
! RIJCOSX wB97M-V def2-TZVPD def2/J DEFGRID3
* xyz 0 1
I -7.213 3.301 -0.867
I -5.202 5.423 -0.900
I -1.778 -1.800 -4.282
S -3.098 0.555 -5.156
P 5.541 -3.709 -1.280
P 2.669 2.595 4.161
O 4.461 -2.775 -0.680
O -7.483 0.077 -0.357
O 2.249 1.585 3.065
O -6.993 -0.412 -2.500
N 4.333 2.366 3.808
N 4.348 -4.732 -1.971
N -1.056 0.975 -2.848
N -4.571 1.234 -2.722
N 3.151 3.756 5.421
N 6.077 -2.504 -2.352
N 6.783 -4.783 -1.969
N -2.685 -0.610 -1.458
N 1.988 3.898 3.309
N -5.117 3.542 -3.695
C -4.934 0.885 -1.307
C 3.487 -5.355 -0.955
C -4.381 3.802 1.470
C -2.050 -3.230 -0.921
C -6.080 -1.681 4.175
C -5.381 2.211 -0.388
C 7.525 -5.428 -0.881
C -6.427 0.134 -1.424
C 1.911 0.020 -0.468
C 6.562 -5.769 -3.026
C 3.493 -4.247 -3.053
C -4.946 -1.782 2.948
C -3.263 0.490 0.932
C -0.151 -1.672 -1.211
C 4.771 0.982 4.043
C 2.533 5.223 3.081
C -4.250 -2.283 -3.026
C -2.083 1.507 1.300
C -4.388 3.450 -0.168
C 6.983 -1.536 -1.726
C 0.870 -1.186 0.033
C -5.547 -1.206 1.510
C 6.417 -2.620 -3.758
C 4.466 4.387 5.538
C -4.595 -1.399 0.216
C 0.537 4.009 3.487
C -5.435 2.040 -3.574
C -3.802 -0.078 -0.479
C -3.269 -1.061 -2.779
C 4.886 2.805 2.529
C -1.799 0.641 -1.644
C -3.647 3.814 -3.817
C -1.730 -1.588 -0.837
C 2.770 3.232 6.737
C -4.074 0.153 -3.603
H -2.956 3.294 -3.031
H 2.645 -4.922 -3.230
H 5.890 2.393 2.360
H -3.830 -3.394 -2.895
H -1.467 -3.801 -0.048
H -2.385 1.659 -1.414
H 2.991 -6.245 -1.358
H 0.005 0.959 -2.759
H 1.319 0.871 -1.016
H -5.673 3.924 -4.502
H -5.770 1.722 0.635
H 6.911 -6.180 -0.374
H -4.953 4.773 1.756
H 7.394 -3.088 -3.913
H 0.297 4.493 4.442
H -3.165 -3.514 -0.801
H -1.038 0.926 1.335
H 6.097 -5.332 -3.912
H 6.452 -1.628 -4.229
H -4.106 0.959 1.638
H 5.952 -6.615 -2.690
H -3.339 3.436 -0.653
H 5.859 0.934 4.162
H 2.460 5.862 3.967
H -3.502 4.988 -3.649
H -3.342 3.626 -4.940
H -5.712 -2.455 4.998
H -6.616 2.006 -3.383
H 5.248 3.677 5.829
H -6.036 -0.621 4.723
H 4.480 0.315 3.227
H 8.443 -5.903 -1.246
H -2.910 -0.409 1.656
H 7.521 -6.172 -3.371
H 4.333 0.593 4.969
H -4.803 2.946 2.137
H 4.259 2.511 1.684
H 0.268 -2.780 -1.397
H -4.481 -2.314 -4.208
H 1.733 2.879 6.717
H 1.991 5.729 2.270
H 5.029 3.883 2.514
H 1.543 -2.067 0.424
H 2.834 -0.397 -1.056
H -5.955 -0.139 1.734
H 0.065 3.023 3.485
H 6.652 -1.287 -0.714
H -3.233 4.008 1.728
H -0.929 0.720 -0.829
H 0.072 4.578 2.676
H -4.765 -2.932 2.791
H 4.771 4.885 4.616
H -1.637 -1.515 0.355
H -5.320 -2.310 -2.584
H -1.881 2.406 0.564
H 3.408 2.390 7.027
H 2.720 -4.667 -0.587
H 2.827 4.006 7.511
H 0.247 -1.109 -2.141
H -5.157 -2.086 -0.503
H 4.438 5.177 6.298
H -6.529 -1.871 1.346
H 0.300 -0.746 0.949
H 3.567 5.205 2.751
H 4.031 -4.232 -3.998
H -7.159 -1.966 3.822
H -2.321 1.705 -5.039
H -3.809 -2.133 0.749
H 5.675 -3.169 -4.329
H -4.022 -1.189 3.349
H -2.194 1.977 2.364
H 3.091 -3.252 -2.849
H 2.315 0.500 0.547
H 4.082 -5.685 -0.097
H -1.230 1.972 -3.179
H -1.660 -3.720 -1.914
H -5.491 1.764 -4.742
H 7.999 -1.942 -1.655
H 7.829 -4.683 -0.137
H 7.016 -0.594 -2.283
H -5.068 -0.257 -4.136
*
```

Properties
HOMO energy   -0.23052 Ha
Max |F|   9.7 eV/A
Calculated total energy   -4203.64586 hartree

---

[2]
DFT (the ωB97M-V functional and the def2-TZVPD basis) results for 6 unconnected molecules or ions with the total composition C19H28Cl10F3IN2O2S2.

```
! RIJCOSX wB97M-V def2-TZVPD def2/J DEFGRID3
* xyz 0 1
I 3.566 -1.091 2.059
Cl 3.406 2.296 -6.060
Cl -1.895 -5.901 1.283
Cl -1.502 4.754 3.876
Cl -3.929 3.102 5.599
Cl -3.842 -3.171 -1.435
Cl 7.038 6.527 -4.256
Cl 4.684 4.644 -2.671
Cl 1.748 -0.064 -4.235
Cl -3.073 0.130 -1.766
Cl -3.779 -6.394 4.082
S -0.380 1.797 5.129
S -1.042 -2.303 1.021
F 0.342 0.839 0.072
F 2.239 1.349 0.946
F 2.251 -0.003 -0.704
O 1.138 -3.001 2.149
O 0.552 -2.522 4.305
N 1.450 0.242 3.742
N 1.507 -2.765 -0.134
C 4.430 6.202 -3.499
C -4.654 -0.639 -2.073
C 2.747 1.274 -3.606
C 0.794 -2.201 0.984
C 2.646 2.513 -4.461
C -3.251 4.773 3.542
C -2.014 -6.587 3.931
C 1.541 0.324 0.386
C -1.410 -5.591 2.972
C 1.487 -0.834 1.405
C 0.795 -2.173 3.231
C 0.742 -0.645 2.767
C 5.323 6.357 -4.707
C 0.696 -4.511 -1.630
C -4.920 -1.787 -1.129
C 0.813 -3.024 -1.194
C 0.123 -2.015 -2.109
C 0.631 0.942 4.283
C -4.072 4.692 4.806
H 0.171 -0.972 -1.759
H -0.346 -4.867 -1.579
H -3.465 5.708 3.023
H 2.388 1.491 -2.601
H 3.774 0.922 -3.532
H 3.167 3.337 -3.973
H -0.254 -0.196 2.613
H 5.233 5.507 -5.382
H -1.696 -4.570 3.222
H 4.593 6.998 -2.775
H -1.811 -7.611 3.622
H -0.965 -2.281 -2.107
H 1.102 -4.556 -2.668
H 0.430 -2.105 -3.166
H -5.940 -2.145 -1.261
H 5.048 7.259 -5.253
H 1.609 2.806 -4.619
H -1.592 -6.440 4.925
H -5.412 0.133 -1.938
H -1.570 -1.237 0.349
H 3.385 6.230 -3.808
H -3.776 5.454 5.524
H -4.676 -0.962 -3.112
H -3.475 3.950 2.866
H -4.797 -1.486 -0.090
H 1.400 -5.078 -0.998
H -5.127 4.834 4.571
H -0.323 -5.657 3.005
*
```

Properties
SMILES string   CC(C)=N[C@@]1(S)OC(=O)[C@@H](N=C=S)[C@]1(I)C(F)(F)F.ClCCCl.ClCCCl.ClCCCl.ClCCCl.ClCCCl
HOMO energy   -0.31861 Ha
Max |F|   4.3 eV/A
Calculated total energy   -6996.28267 hartree
Relative energy (zero: lowest compared OMol25 entry of this formula, charge and spin)   32.17 kcal per mole

---

[3]
DFT (the ωB97M-V functional and the def2-TZVPD basis) results for a molecular structure, C44H32Br4INO3P2S2Sr.

```
! RIJCOSX wB97M-V def2-TZVPD def2/J DEFGRID3
* xyz -2 1
I 1.031 5.619 -2.798
Sr 0.471 -0.010 0.187
Br 5.726 -1.490 -4.979
Br 3.429 0.161 -6.716
Br 5.330 -1.816 -1.671
Br 0.808 1.470 -5.092
S -0.509 -2.791 -0.174
S -0.773 -0.083 2.917
P -2.161 -1.683 -0.519
P -2.267 0.380 1.592
O 0.818 0.645 -2.199
O 3.718 1.052 2.178
O 2.703 -0.633 -0.781
N 1.241 2.679 0.314
C -5.039 0.133 1.694
C -2.417 -1.734 -2.324
C -2.349 4.314 0.405
C -6.018 -2.984 0.009
C -2.712 -2.944 -2.949
C -5.174 -0.651 4.350
C -3.865 -0.002 2.431
C -4.877 -2.400 -0.519
C 1.180 3.309 -0.862
C 5.073 5.593 1.703
C -2.348 2.923 0.410
C -2.353 -0.659 -4.477
C 4.056 4.878 3.760
C 4.933 4.309 1.190
C 4.629 5.880 2.985
C -5.936 -3.742 1.171
C -2.668 -1.860 -5.092
C -2.235 -0.593 -3.093
C -6.341 -0.508 3.612
C -2.300 2.932 2.811
C 1.239 3.395 1.435
C -2.849 -3.006 -4.325
C 4.438 1.621 -0.014
C -3.561 -3.357 1.245
C 1.147 4.693 -0.932
C -3.639 -2.586 0.092
C 2.868 -0.523 -2.052
C -2.210 -0.068 -0.014
C 1.172 5.447 0.230
C -2.343 5.013 1.603
C 4.146 1.902 1.430
C 4.357 3.305 1.959
C 3.234 -0.094 -4.843
C 1.848 0.190 -2.824
C -2.323 4.318 2.808
C -3.941 -0.398 3.761
C 1.216 4.781 1.442
C 3.925 3.598 3.250
C -4.708 -3.923 1.789
C -2.319 2.223 1.611
C -6.270 -0.117 2.281
C 4.187 -0.778 -4.122
C 2.089 0.394 -4.183
C 4.006 -0.962 -2.736
H -3.078 -3.951 -4.804
H -5.223 -0.968 5.386
H -6.830 -4.185 1.595
H -3.021 -0.520 4.319
H 3.705 5.101 4.761
H -2.592 -3.498 1.712
H -6.976 -2.836 -0.477
H 5.520 1.546 -0.159
H 1.223 5.321 2.379
H -2.169 0.226 -5.071
H 3.975 0.669 -0.281
H -2.344 6.097 1.601
H 4.728 6.884 3.380
H 5.520 6.370 1.095
H 4.066 2.420 -0.657
H -1.967 0.333 -2.599
H -4.640 -4.507 2.700
H -7.303 -0.713 4.068
H -2.354 2.346 -0.509
H -2.819 -3.841 -2.349
H -7.176 -0.024 1.694
H -4.941 -1.791 -1.414
H 5.267 4.093 0.184
H 1.255 2.830 2.361
H -2.245 2.383 3.744
H -2.350 4.850 -0.537
H 1.145 6.528 0.188
H 3.478 2.801 3.830
H -2.751 -1.910 -6.172
H -2.310 4.861 3.747
H 1.149 2.664 -1.739
H -4.964 0.415 0.650
*
```

Properties
HOMO energy   -0.06086 Ha
Max |F|   1.5 eV/A
Calculated total energy   -14080.18512 hartree
Relative energy (zero: lowest compared OMol25 entry of this formula, charge and spin)   5.55 kcal per mole